Entry 1:
Here is a structure of composition C31H25N5OPSV at a distorted geometry from the Open Molecules 2025 dataset. Energies are from ωB97M-V/def2-TZVPD.

Positions of all 65 atoms, in Å:
V 1.159 0.113 1.567
O 4.499 1.141 3.427
C 3.447 0.651 3.020
N 2.661 1.115 2.050
C 3.162 2.110 1.153
C 3.052 1.509 -0.227
C 3.587 2.101 -1.365
C 3.443 1.460 -2.584
C 2.763 0.251 -2.621
C 2.249 -0.260 -1.442
N 2.382 0.355 -0.270
C 2.898 -0.645 3.523
C 3.262 -1.247 4.721
C 2.721 -2.481 5.039
C 1.846 -3.079 4.135
C 1.533 -2.417 2.965
N 2.037 -1.223 2.668
H 4.204 2.365 1.399
H 2.559 3.033 1.207
H 4.122 3.036 -1.285
H 3.851 1.895 -3.484
H 2.643 -0.288 -3.548
H 1.715 -1.204 -1.423
H 3.936 -0.727 5.385
H 2.952 -2.970 5.974
H 1.398 -4.036 4.345
H 0.830 -2.834 2.247
S -1.590 -0.769 4.969
C -0.639 -0.141 3.877
N 0.064 0.334 3.054
N -0.071 -0.313 0.417
P -1.152 -0.098 -0.673
C -2.687 0.656 -0.034
C -2.652 1.267 1.212
C -3.799 1.851 1.719
C -4.968 1.832 0.976
C -4.998 1.230 -0.274
C -3.857 0.642 -0.785
C -0.762 1.041 -2.057
C 0.019 2.143 -1.731
C 0.314 3.095 -2.687
C -0.194 2.960 -3.970
C -1.003 1.882 -4.290
C -1.290 0.920 -3.337
C -1.691 -1.685 -1.382
C -2.552 -2.426 -0.579
C -2.878 -3.723 -0.925
C -2.334 -4.288 -2.068
C -1.451 -3.563 -2.853
C -1.114 -2.267 -2.504
H -1.723 1.260 1.775
H -3.782 2.315 2.693
H -5.863 2.290 1.369
H -5.914 1.219 -0.846
H -3.863 0.160 -1.755
H 0.390 2.227 -0.712
H 0.934 3.943 -2.431
H 0.024 3.706 -4.719
H -1.414 1.789 -5.286
H -1.920 0.080 -3.591
H -2.951 -1.969 0.318
H -3.547 -4.296 -0.302
H -2.577 -5.307 -2.332
H -1.013 -4.016 -3.732
H -0.408 -1.706 -3.103

Values from the calculation:
orbital gap (alpha / beta)	7.22 / 8.03	eV
<S²>	2.0149
spin multiplicity	3
energy above the lowest of the compared OMol25 structures with the same formula, charge and spin	39.80	kcal per mole
charge	0

Results of the Mulliken charge analysis, in e, for atoms 1 through 2: number 1, V, carries 0.061; number 2, O, carries -0.771



Entry 2:
Here is a structure of composition C31H26Cl4F3N8O2PSTi at a distorted geometry from the Open Molecules 2025 dataset. Energies are from ωB97M-V/def2-TZVPD.

Positions of all 77 atoms, in Å:
Ti -0.490 0.318 -0.070
F -1.881 -5.390 -1.203
C -1.620 -4.386 -2.053
F -2.167 -4.697 -3.235
F -0.295 -4.314 -2.215
C -2.216 -3.095 -1.530
C -3.580 -2.923 -1.666
C -4.208 -1.764 -1.209
C -3.430 -0.797 -0.634
N -2.107 -0.976 -0.463
C -1.485 -2.094 -0.882
S 0.222 -2.014 -0.534
H -4.164 -3.698 -2.148
H -5.273 -1.618 -1.314
H -3.844 0.137 -0.277
Cl -2.692 7.267 0.588
C -2.094 5.659 0.680
C -1.373 5.254 1.815
C -0.878 3.972 1.936
C -1.095 3.056 0.913
O -0.629 1.806 1.027
C -1.805 3.458 -0.231
C -2.003 2.561 -1.301
O -1.580 1.379 -1.322
C -2.309 4.773 -0.339
H -1.208 5.971 2.609
H -0.324 3.670 2.814
H -2.550 2.901 -2.183
H -2.858 5.072 -1.224
C -1.956 -2.848 4.313
N -0.512 -2.648 4.161
C -0.075 -1.605 5.091
N -0.808 -0.344 4.949
C -2.243 -0.612 5.077
N -2.734 -1.619 4.135
C -2.702 -1.143 2.758
P -0.959 -0.758 2.261
C -0.161 -2.338 2.782
C -0.504 0.321 3.689
H -2.144 -3.219 5.319
H -2.294 -3.599 3.598
H 0.992 -1.419 4.949
H -0.225 -1.970 6.107
H -2.799 0.316 4.939
H -2.429 -0.978 6.086
H -3.319 -0.246 2.659
H -3.107 -1.903 2.086
H 0.922 -2.254 2.669
H -0.491 -3.137 2.116
H -1.070 1.251 3.613
H 0.555 0.579 3.643
Cl 4.011 -1.745 2.616
C 3.763 -0.045 2.263
Cl 4.996 0.578 1.184
Cl 3.652 0.901 3.738
C 2.460 0.074 1.559
N 1.449 0.151 1.031
N 6.244 -1.032 -8.383
C 5.611 -0.697 -7.486
C 4.815 -0.276 -6.359
C 4.420 -1.209 -5.404
C 3.663 -0.807 -4.318
C 3.297 0.523 -4.208
C 3.678 1.463 -5.150
C 4.447 1.060 -6.229
N 2.497 0.942 -3.085
C 2.589 2.142 -2.408
C 1.661 2.095 -1.425
N 0.995 0.877 -1.492
C 1.538 0.215 -2.500
H 4.719 -2.243 -5.507
H 3.393 -1.530 -3.558
H 3.363 2.495 -5.070
H 4.752 1.778 -6.977
H 3.313 2.895 -2.665
H 1.433 2.839 -0.681
H 1.237 -0.762 -2.837

Values from the calculation:
orbital gap	6.74	eV
energy above the lowest of the compared OMol25 structures with the same formula, charge and spin	2.75	kcal per mole
charge	+2

Results of the Mulliken charge analysis, in e, for atoms 1 through 2: number 1, Ti, carries -0.746; number 2, F, carries -0.242



Entry 3:
Here is a structure of composition C31H26N3O4RuS2 from the Open Molecules 2025 dataset. Energies are from ωB97M-V/def2-TZVPD.

Positions of all 67 atoms, in Å:
Ru 1.412 1.438 0.514
C 0.931 -5.498 0.287
O 2.303 -5.031 0.109
C 2.606 -3.785 0.161
C 4.019 -3.535 -0.106
C 4.479 -2.235 -0.157
C 3.620 -1.173 0.078
C 4.116 0.212 -0.047
C 5.551 0.561 -0.213
O 3.314 1.167 -0.029
C 2.206 -1.444 0.422
O 1.380 -0.480 0.728
C 1.729 -2.731 0.433
H 0.953 -6.552 0.037
H 0.266 -4.954 -0.379
H 0.645 -5.358 1.328
H 4.668 -4.385 -0.275
H 5.514 -2.065 -0.408
H 6.229 -0.282 -0.209
H 5.829 1.230 0.606
H 5.675 1.119 -1.144
H 0.680 -2.891 0.647
N 0.587 5.384 -0.011
C 1.950 5.610 -0.262
C 2.634 6.789 -0.504
C 4.003 6.685 -0.636
C 4.650 5.446 -0.537
C 3.956 4.276 -0.296
C 2.577 4.373 -0.147
N 1.572 3.418 0.154
C 0.406 4.105 0.237
C -0.754 3.407 0.744
C -2.020 3.794 1.014
S -2.850 2.535 1.822
C -1.469 1.564 1.769
N -0.450 2.125 1.172
H -0.133 6.093 -0.026
H 2.126 7.741 -0.580
H 4.586 7.578 -0.814
H 5.726 5.407 -0.651
H 4.467 3.331 -0.225
H -2.505 4.729 0.776
H -1.443 0.572 2.184
O -1.374 -0.303 -0.168
S -2.490 -0.759 -1.098
C -2.581 -2.543 -1.032
C -2.326 -3.227 0.152
C -2.609 -4.584 0.217
C -3.107 -5.249 -0.901
C -3.310 -4.562 -2.088
C -3.050 -3.197 -2.158
C -4.046 -0.425 -0.284
C -5.104 -0.023 -1.079
C -6.349 0.189 -0.494
C -6.516 0.008 0.869
C -5.445 -0.403 1.661
C -4.203 -0.620 1.085
H -1.941 -2.695 1.015
H -2.470 -5.120 1.149
H -3.334 -6.305 -0.843
H -3.678 -5.082 -2.963
H -3.212 -2.655 -3.082
H -4.968 0.132 -2.144
H -7.186 0.492 -1.109
H -7.481 0.189 1.323
H -5.584 -0.576 2.720
H -3.375 -0.969 1.690

Values from the calculation:
orbital gap (alpha / beta)	6.50 / 3.55	eV
<S²>	6.0481
spin multiplicity	5
charge	+3

Results of the Mulliken charge analysis, in e, for atoms 1 through 2: number 1, Ru, carries 1.477; number 2, C, carries -0.703



Entry 4:
Here is a structure of composition C31H26N6O3SSrTe from the Open Molecules 2025 dataset. Energies are from ωB97M-V/def2-TZVPD.

Positions of all 69 atoms, in Å:
Sr 0.484 -0.901 0.338
O 2.668 -0.066 0.940
C 3.215 1.037 1.329
C 4.620 1.179 1.448
C 5.198 2.363 1.881
C 4.415 3.460 2.219
C 3.030 3.345 2.111
C 2.432 2.180 1.666
C 0.967 2.046 1.555
N 0.192 2.348 2.513
N -1.171 2.173 2.342
C -1.581 0.944 2.186
O -0.877 -0.122 2.086
C -3.077 0.794 2.124
C -3.618 -0.357 1.562
C -4.992 -0.486 1.402
C -5.841 0.527 1.822
C -5.308 1.670 2.412
C -3.936 1.803 2.563
H 5.233 0.309 1.228
H 6.279 2.426 1.966
H 4.868 4.382 2.562
H 2.387 4.178 2.374
H 0.567 1.666 0.603
H -2.945 -1.132 1.221
H -5.390 -1.366 0.913
H -6.912 0.433 1.684
H -5.967 2.462 2.751
H -3.498 2.690 3.002
O -1.378 -1.040 -1.103
C -2.553 -0.900 -1.601
C -3.360 -2.034 -1.893
C -4.658 -1.916 -2.342
C -5.241 -0.663 -2.539
C -4.468 0.461 -2.286
C -3.150 0.371 -1.851
C -2.409 1.613 -1.573
N -1.343 2.080 -2.186
C -1.037 3.264 -1.555
C -1.925 3.517 -0.555
N -2.812 2.472 -0.593
H -2.912 -3.007 -1.723
H -5.234 -2.815 -2.539
H -6.263 -0.567 -2.884
H -4.891 1.450 -2.438
H -0.183 3.854 -1.849
H -1.975 4.285 0.196
H -3.478 2.235 0.126
Te 0.526 -4.046 -0.590
C 2.247 -5.129 -0.026
C 3.184 -5.722 -0.833
C 4.235 -6.371 -0.125
C 4.098 -6.272 1.227
S 2.681 -5.383 1.622
H 3.115 -5.682 -1.912
H 5.059 -6.884 -0.604
H 4.752 -6.660 1.992
C 4.005 -1.716 -1.601
C 3.251 -0.478 -1.939
N 2.055 -0.437 -2.478
C 1.696 0.898 -2.504
C 2.699 1.657 -1.983
N 3.708 0.773 -1.666
H 4.151 -1.774 -0.520
H 4.981 -1.745 -2.091
H 3.415 -2.577 -1.910
H 0.728 1.210 -2.861
H 2.787 2.712 -1.789
H 4.457 0.979 -1.024

Values from the calculation:
orbital gap	6.00	eV
energy above the lowest of the compared OMol25 structures with the same formula, charge and spin	12.67	kcal per mole
charge	-2

Results of the Mulliken charge analysis, in e, for atoms 1 through 2: number 1, Sr, carries 1.622; number 2, O, carries -0.426